# 1
3 unconnected molecules or ions with the total composition C21H53NO8PS2, computed with ωB97M-V/def2-TZVPD.

total charge	-1
LUMO	2.06	eV
Kohn-Sham gap	5.634	eV
molar mass	542.8	g/mol

Geometry (Å):
C 5.3727 1.1510 -0.1762
C 3.8774 1.4286 -0.0363
C 3.0244 0.7673 -1.1139
N 2.9457 -0.6689 -0.9522
P 2.2606 -1.5075 -2.4116
O 3.1434 -2.9547 -1.8817
C 0.6917 -1.9744 -1.4085
C -0.3932 -2.5943 -2.2695
C -1.8269 -2.6323 -1.6975
C -1.9830 -2.9730 -0.2000
C -2.6501 -1.8833 0.6431
C -1.7712 -0.6952 1.0239
C -2.5007 0.3651 1.8722
C -3.0493 1.5896 1.1265
C -4.0184 1.2908 -0.0285
C -3.3589 1.2240 -1.4049
C -2.7657 2.5735 -1.8430
O -1.3795 2.5400 -2.1022
C -1.0378 1.7863 -3.2471
H 5.6945 1.3124 -1.2074
H 5.9504 1.8226 0.4631
H 5.6305 0.1293 0.1048
H 3.5306 1.0873 0.9430
H 3.7154 2.5128 -0.0749
H 3.4406 1.0463 -2.1033
H 2.0113 1.1793 -1.0656
H 3.8878 -1.0359 -0.8583
H 3.4334 -1.0946 -3.1950
H 1.7566 -2.2293 -3.5915
H 1.5768 -0.2984 -2.8685
H 2.7905 -3.6849 -2.4080
H 1.0227 -2.6537 -0.6222
H 0.3211 -1.0673 -0.9252
H -0.4278 -2.0429 -3.2187
H -0.1035 -3.6143 -2.5447
H -2.3285 -1.6787 -1.9015
H -2.3855 -3.3817 -2.2683
H -2.6120 -3.8639 -0.1101
H -1.0137 -3.2359 0.2283
H -3.0397 -2.3256 1.5652
H -3.5290 -1.5311 0.0894
H -1.3403 -0.2285 0.1384
H -0.9215 -1.0814 1.5904
H -3.3203 -0.1137 2.4201
H -1.8044 0.7367 2.6284
H -2.2025 2.1769 0.7588
H -3.5614 2.2224 1.8566
H -4.5247 0.3461 0.1794
H -4.8084 2.0483 -0.0622
H -2.5578 0.4878 -1.3955
H -4.0901 0.8880 -2.1445
H -3.2968 2.9454 -2.7320
H -2.8871 3.3154 -1.0514
H -1.2109 0.7155 -3.1069
H 0.0247 1.9271 -3.4260
H -1.6081 2.1293 -4.1219
O 6.5458 4.0098 2.3256
S 6.6839 5.1877 1.5264
O 7.4566 5.1393 0.3248
O 7.2411 6.3611 2.4539
C 8.3747 6.0420 3.2945
C 9.6790 6.0274 2.5269
C 5.1057 5.8760 1.1804
H 8.1843 5.0887 3.7884
H 8.3698 6.8257 4.0497
H 9.7114 5.2072 1.8121
H 10.5068 5.9112 3.2279
H 9.8111 6.9610 1.9800
H 4.5413 5.9401 2.1061
H 4.6238 5.1928 0.4833
H 5.2440 6.8530 0.7257
O -4.8963 -5.4634 0.0780
S -5.7331 -4.4933 0.7151
O -5.3107 -3.8931 1.9415
O -7.1762 -5.1426 0.9290
C -7.2136 -6.4612 1.5228
C -7.0067 -6.4283 3.0219
C -6.1910 -3.2424 -0.4280
H -6.4733 -7.0885 1.0251
H -8.2041 -6.8346 1.2696
H -5.9968 -6.1131 3.2777
H -7.1738 -7.4265 3.4294
H -7.7077 -5.7368 3.4893
H -6.5453 -3.7153 -1.3393
H -5.2881 -2.6639 -0.6190
H -6.9567 -2.6194 0.0263

Charges computed using Mulliken, reported in e: -1.0948, -0.2411, -0.2523, -0.4460, -0.4499, -0.7687, -0.1028, -0.8068, -0.3223, -0.9168, 0.4381, 0.2470, -1.1436, -0.6539, -0.9504, 0.7954, -0.9211, -0.3177, -0.5471, 0.2913, 0.2644, 0.3488, 0.2352, 0.1391, 0.3118, 0.0678, 0.2960, 0.2179, 0.1402, -0.1157, 0.3174, 0.2639, -0.3606, 0.3369, 0.2609, 0.1107, 0.4179, 0.2384, 0.4600, 0.3744, -0.6196, -0.6425, 0.7880, 0.3341, 0.3741, 0.3500, 0.3938, 0.2451, 0.3964, -0.7182, 0.4609, 0.3469, 0.4274, 0.1297, 0.2107, 0.3545, -0.6381, 1.2692, -0.6160, -0.3029, -0.3472, -0.9684, -0.9012, 0.3307, 0.2754, 0.2979, 0.3816, 0.2542, 0.3033, 0.3208, 0.3430, -0.6568, 1.2464, -0.6105, -0.2814, -0.3461, -0.9756, -0.6908, 0.3326, 0.2779, 0.2953, 0.3854, 0.2540, 0.3476, 0.1031, 0.3235

# 2
A gas-phase ion, C4H6NO (charge +1) at a distorted geometry, computed with ωB97M-V/def2-TZVPD.

total charge	+1
LUMO	-5.21	eV
Kohn-Sham gap	9.416	eV
molar mass	84.1	g/mol

Geometry (Å):
C 0.1576 -0.6510 0.1369
C -2.2359 0.0350 -0.0855
C -1.3576 -1.0700 0.0400
C 1.7306 1.1654 -0.0659
N 0.4145 0.5478 -0.2041
O -2.8576 0.9253 -0.1559
H 0.8517 -1.4444 0.3624
H -1.1831 -1.6479 -0.8049
H -1.6461 -1.8186 0.9360
H 2.4741 0.5352 -0.5406
H 2.0126 1.2668 0.9574
H 1.6392 2.1565 -0.5759

Charges computed using Mulliken, reported in e: -0.1161, 0.6234, -0.5189, -0.7572, -0.3466, 0.0633, 0.4482, 0.3019, 0.3808, 0.3235, 0.3371, 0.2606

# 3
5 unconnected molecules or ions with the total composition C39H76F5N4O11 at a distorted geometry, computed with ωB97M-V/def2-TZVPD.

total charge	+1
LUMO	-4.63	eV
Kohn-Sham gap	5.784	eV
molar mass	872.0	g/mol

Geometry (Å):
C -1.8931 -1.7824 -2.7731
C -1.4810 -1.6763 -1.3473
N -2.2413 -0.8156 -0.3675
C -3.7291 -1.0331 -0.1997
N -4.6965 -2.0178 -0.8196
C -4.2739 -3.4622 -0.5913
C -5.3414 -4.3566 0.2755
C -5.0365 -5.9849 0.2233
C -3.5877 -6.3742 -0.4365
C -4.1909 0.1016 0.8899
C -5.7002 0.4107 1.4538
C -6.5795 1.0372 0.1836
C -6.0315 2.5650 -0.2044
C -7.2817 3.6340 -0.4108
O -7.7134 4.2250 0.8674
C -6.7126 5.1648 1.4089
C -6.3138 5.0017 3.0039
O -6.1078 6.1457 0.7299
N -2.8621 0.8082 1.2132
N -3.0504 1.8110 2.1449
C -2.6445 1.4132 3.5451
C -2.4873 3.1451 1.7163
C -1.8315 4.1031 2.9179
O -2.4295 3.6127 0.4620
C -1.6488 0.2878 0.4755
C -0.1597 0.9232 0.6345
C 1.0729 0.0947 -0.0403
C 1.1547 0.6055 -1.6312
C 2.3671 -0.0996 -2.4794
F 2.7926 0.9038 -3.5225
F 3.5037 -0.5172 -1.6254
C 1.8845 -1.4349 -3.3494
F 1.5828 -2.6091 -2.4898
F 3.0864 -1.8277 -4.1759
F 0.8088 -1.1371 -4.3342
H -1.6005 -0.9071 -3.4919
H -2.5491 -2.7231 -3.0672
H -0.5718 -2.3030 -0.9080
H -5.5822 -1.9183 -0.2471
H -4.1980 -3.9491 -1.6774
H -3.1880 -3.5477 -0.1083
H -6.4509 -4.2240 -0.1113
H -5.3784 -4.0785 1.4316
H -5.0592 -6.4719 1.3032
H -5.8854 -6.5452 -0.3896
H -3.3304 -7.5223 -0.4202
H -2.6950 -5.7983 0.0796
H -3.5870 -6.0420 -1.5708
H -5.7385 1.1950 2.3219
H -6.1840 -0.6264 1.7562
H -6.3904 0.3537 -0.7724
H -7.7442 1.0342 0.4132
H -5.2754 2.8971 0.6362
H -5.4373 2.5560 -1.2175
H -8.2019 3.0563 -0.8737
H -7.0042 4.5156 -1.1390
H -5.3283 4.3624 3.1385
H -7.1972 4.4023 3.5064
H -6.1970 6.0927 3.4685
H -3.1218 0.3382 3.7462
H -3.1385 2.1147 4.3749
H -1.4833 1.3292 3.6779
H -1.4629 5.1427 2.5271
H -2.6466 4.2512 3.7758
H -0.9060 3.5929 3.4470
H -0.1528 2.0172 0.2217
H 0.0862 1.0056 1.8002
H 2.1196 0.4326 0.4260
H 0.9837 -1.0826 0.0393
H 1.3405 1.7836 -1.6613
H 0.1217 0.4452 -2.1919
C 6.2105 -5.0308 -0.1028
O 5.3603 -4.8508 1.0267
C 6.0724 -4.3918 2.1777
C 5.9903 -2.8647 2.3287
O 6.6116 -2.1902 1.2325
C 5.6804 -1.8027 0.2292
H 5.5845 -5.0208 -1.0016
H 6.9607 -4.2430 -0.1964
H 6.7103 -6.0001 -0.0337
H 7.1151 -4.7298 2.1482
H 5.5995 -4.8497 3.0511
H 6.5312 -2.5750 3.2319
H 4.9498 -2.5344 2.4441
H 5.1890 -0.8709 0.5204
H 4.9179 -2.5635 0.0443
H 6.2298 -1.6366 -0.7019
C -6.7232 0.8113 -4.3831
O -7.5843 1.7962 -3.8179
C -7.7351 2.9386 -4.6632
C -9.0038 2.8475 -5.5256
O -8.9520 1.7405 -6.4281
C -9.6201 0.5905 -5.9230
H -6.9346 -0.1444 -3.8912
H -6.8725 0.6864 -5.4575
H -5.6821 1.0822 -4.1914
H -6.8439 3.0797 -5.2862
H -7.8252 3.8112 -4.0101
H -9.0778 3.7526 -6.1320
H -9.9039 2.7923 -4.8998
H -10.6951 0.6800 -6.0987
H -9.4466 0.4364 -4.8550
H -9.2459 -0.2861 -6.4596
C 9.3538 -0.6996 3.9342
O 10.1404 -0.3126 5.0578
C 9.5464 0.7565 5.7972
C 8.7391 0.2407 6.9986
O 7.6332 -0.5654 6.5865
C 7.9280 -1.9568 6.6173
H 9.6546 -1.7121 3.6441
H 8.2835 -0.7065 4.1503
H 9.5501 -0.0223 3.0996
H 8.9258 1.3812 5.1437
H 10.3633 1.3789 6.1734
H 8.3285 1.0982 7.5357
H 9.3799 -0.3131 7.6969
H 7.8204 -2.3354 7.6368
H 8.9355 -2.1829 6.2590
H 7.2121 -2.4728 5.9711
C 7.6546 1.1417 -0.9566
O 6.9724 0.5838 -2.0766
C 5.7327 1.2428 -2.3436
C 5.8806 2.3196 -3.4300
O 6.7607 3.3682 -3.0197
C 8.0891 3.1858 -3.4953
H 8.7104 0.8591 -1.0293
H 7.5908 2.2312 -0.9231
H 7.2428 0.7265 -0.0335
H 5.3130 1.6661 -1.4232
H 5.0364 0.4815 -2.7065
H 4.9026 2.7721 -3.6066
H 6.2197 1.8810 -4.3775
H 8.1629 3.5322 -4.5292
H 8.4160 2.1441 -3.4456
H 8.7606 3.7843 -2.8731

Atom charges from the Mulliken analysis, given in e for atoms 1 to 99: -0.6410, -0.2401, 0.4702, 0.0465, -0.0448, -0.1209, -0.6406, -0.4018, -0.8576, -0.1739, -0.8087, -0.4261, 0.6701, -0.4971, -0.3952, 0.6743, -0.5726, -0.5511, 0.3891, 0.0767, -0.9966, 0.3503, -1.0247, -0.5585, 0.2956, -0.3617, -0.5485, -0.8547, 0.7654, -0.3182, -0.1002, 0.5508, -0.2293, -0.2590, -0.2247, 0.2414, 0.1790, 0.2420, 0.4133, 0.0224, 0.1777, 0.3337, 0.2373, 0.2798, 0.2501, 0.3275, 0.2070, 0.2230, 0.2317, 0.3495, 0.0766, 0.4389, -0.6225, 0.2657, 0.2170, 0.3129, -0.0306, 0.2855, 0.3198, 0.2915, 0.3779, 0.2746, 0.3373, 0.2402, 0.2720, 0.3835, 0.2979, 0.3881, 0.1952, 0.3883, 0.1761, -0.7167, -0.3839, -0.5777, 0.1059, -0.3213, -1.0885, 0.2392, 0.2859, 0.3416, 0.3112, 0.4020, -0.1224, 0.2881, 0.3287, 0.6078, 0.2943, -0.9597, -0.2186, -0.3982, -0.6042, -0.3848, -0.6904, 0.2572, 0.4701, 0.3179, 0.3521, 0.3114, 0.4000